1.
Computed, not measured: a cluster of 3 separate species, C30H30N4O5 in total, with the ωB97M-V functional and the def2-TZVPD basis.

Geometry as XYZ:
```
69
C30H30N4O5 (the ωB97M-V functional and the def2-TZVPD basis)
C 1.23 3.67 2.42
C 0.11 3.75 1.38
O 0.12 2.57 0.57
C -1.06 2.23 0.01
C -2.04 3.14 -0.36
C -3.23 2.73 -0.95
C -4.21 3.81 -1.34
O -3.53 4.82 -2.12
N -3.22 4.30 -3.39
O -2.18 4.67 -3.76
C -3.50 1.37 -1.18
C -4.79 0.91 -1.83
C -5.99 0.76 -0.85
C -5.69 1.11 0.60
N -6.93 0.92 1.40
C -2.51 0.45 -0.81
C -1.30 0.87 -0.24
C -0.29 -0.18 0.08
O 0.42 -0.16 1.05
C -0.23 -1.28 -0.93
C 0.96 -1.85 -1.35
C 0.91 -2.85 -2.32
C -0.31 -3.30 -2.85
C -1.50 -2.72 -2.42
C -1.44 -1.71 -1.47
C -2.67 -1.02 -1.00
O -3.70 -1.60 -0.76
H 1.98 2.95 2.15
H 1.69 4.65 2.49
H 0.82 3.45 3.40
H -0.84 3.89 1.88
H 0.28 4.62 0.75
H -1.88 4.20 -0.22
H -4.56 4.34 -0.47
H -5.02 3.42 -1.95
H -5.02 1.58 -2.65
H -4.61 -0.06 -2.29
H -6.80 1.42 -1.17
H -6.32 -0.27 -0.87
H -4.93 0.45 1.01
H -5.35 2.14 0.72
H -6.70 0.42 2.25
H -7.28 1.82 1.72
H 1.89 -1.51 -0.93
H 1.83 -3.28 -2.67
H -0.28 -4.08 -3.59
H -2.45 -3.06 -2.81
C 4.47 -1.05 2.49
C 3.21 -0.51 2.27
C 2.65 0.28 3.26
N 3.26 0.56 4.41
C 4.47 0.03 4.61
C 5.11 -0.77 3.69
H 4.94 -1.67 1.74
H 2.67 -0.70 1.35
H 1.67 0.72 3.12
H 4.93 0.27 5.56
H 6.10 -1.17 3.90
C 6.58 -5.09 -1.79
C 5.32 -4.56 -2.02
C 4.76 -3.76 -1.03
N 5.36 -3.49 0.13
C 6.56 -4.01 0.33
C 7.22 -4.82 -0.60
H 7.05 -5.72 -2.54
H 4.78 -4.75 -2.94
H 3.77 -3.32 -1.16
H 7.03 -3.77 1.28
H 8.20 -5.21 -0.38
```

* HOMO energy: -8.860 eV
* frontier orbital gap: 8.186 eV
* structure (SMILES): CCOc1cc(CON=O)c(CCCN)c2c1C(=O)c1ccccc1C2=O.c1ccncc1.c1ccncc1
* energy relative to the best compared isomer or geometry (same formula, charge and spin): 7.205 eV


2.
Computed, not measured: a structure of composition C30H30N6O3Ti, with the ωB97M-V functional and the def2-TZVPD basis.

Geometry as XYZ:
```
70
C30H30N6O3Ti (the ωB97M-V functional and the def2-TZVPD basis)
Ti 0.18 -0.38 -0.05
O -2.82 6.74 -1.01
C -1.82 5.98 -0.53
O -0.79 6.47 -0.17
C -2.05 4.50 -0.42
C -1.63 3.86 0.74
C -1.58 2.48 0.78
C -1.90 1.74 -0.35
C -2.42 2.37 -1.47
C -2.50 3.75 -1.50
N -1.57 0.35 -0.36
C -2.55 -0.56 -0.79
C -2.27 -1.87 -0.79
C -3.23 -2.95 -0.95
C -2.95 -4.16 -0.47
C -1.68 -4.38 0.21
C -0.72 -3.47 0.22
N -0.90 -2.21 -0.46
H -3.62 6.22 -1.11
H -1.31 4.45 1.59
H -1.24 1.97 1.67
H -2.68 1.79 -2.35
H -2.85 4.25 -2.40
H -3.53 -0.19 -1.08
H -4.19 -2.72 -1.41
H -3.67 -4.96 -0.54
H -1.50 -5.32 0.73
H 0.24 -3.61 0.68
C -1.31 -1.19 3.99
C -0.14 -1.38 4.71
C 1.08 -1.37 4.06
C 1.10 -1.18 2.69
N -0.04 -0.95 2.00
C -1.22 -0.97 2.63
C 2.34 -1.17 1.88
C 3.55 -1.67 2.33
C 4.65 -1.59 1.49
C 4.52 -1.02 0.24
C 3.28 -0.56 -0.15
N 2.21 -0.63 0.65
H -2.28 -1.20 4.47
H -0.18 -1.53 5.79
H 2.00 -1.51 4.61
H -2.09 -0.81 2.02
H 3.63 -2.12 3.30
H 5.61 -1.98 1.82
H 5.36 -0.94 -0.44
H 3.12 -0.12 -1.12
C 1.84 2.68 0.89
C 1.42 2.45 -0.52
N 0.96 1.32 -1.06
C 0.75 1.60 -2.42
C 1.07 2.88 -2.66
N 1.50 3.40 -1.46
H 1.55 1.85 1.53
H 1.37 3.59 1.28
H 2.92 2.79 0.96
H 0.37 0.86 -3.10
H 1.05 3.47 -3.57
H 1.76 4.36 -1.29
C 1.43 -3.82 -1.99
O 1.31 -2.57 -1.27
C 0.16 -1.82 -1.49
C -0.30 -1.73 -2.91
H 0.52 -4.41 -1.90
H 2.25 -4.34 -1.52
H 1.65 -3.63 -3.03
H -0.71 -2.69 -3.26
H 0.56 -1.48 -3.54
H -1.07 -0.98 -3.06
```

* HOMO energy: -12.919 eV
* frontier orbital gap: 6.319 eV
* total charge: +2


3.
Computed, not measured: a structure of composition C30H31EuN2O2S2Si at a distorted geometry, with the ωB97M-V functional and the def2-TZVPD basis.

Geometry as XYZ:
```
69
C30H31EuN2O2S2Si (the ωB97M-V functional and the def2-TZVPD basis)
Eu -0.98 -0.35 -1.04
C -1.77 -1.22 -5.87
C -1.71 -1.20 -4.35
S -0.85 0.22 -3.69
C -2.32 -2.19 -3.67
C -3.04 -3.27 -4.48
S -2.41 -2.43 -1.90
H -1.01 -0.56 -6.28
H -2.74 -0.89 -6.25
H -1.60 -2.23 -6.28
H -2.33 -3.90 -5.04
H -3.74 -2.84 -5.21
H -3.60 -3.93 -3.81
O -2.14 0.10 1.29
C -3.26 0.96 1.35
C -4.05 0.91 0.07
C -5.44 0.86 0.08
C -6.11 0.79 -1.13
C -5.38 0.76 -2.30
C -4.00 0.82 -2.22
N -3.35 0.89 -1.06
H -1.32 0.64 1.13
H -2.92 1.98 1.53
H -3.89 0.67 2.19
H -5.97 0.86 1.03
H -7.20 0.73 -1.15
H -5.86 0.68 -3.27
H -3.37 0.79 -3.10
O 0.09 1.07 0.33
Si 1.24 0.80 1.41
C 2.87 1.58 0.88
C 3.95 1.82 1.74
C 5.15 2.35 1.26
C 5.29 2.65 -0.09
C 4.22 2.43 -0.96
C 3.03 1.90 -0.47
C 1.54 -1.06 1.63
C 2.77 -1.55 2.07
C 3.01 -2.91 2.21
C 2.00 -3.83 1.92
C 0.77 -3.37 1.48
C 0.54 -2.01 1.34
C 0.82 1.46 3.12
C 0.06 0.70 4.02
C -0.33 1.20 5.25
C 0.04 2.49 5.62
C 0.79 3.27 4.76
C 1.18 2.76 3.52
H 3.86 1.61 2.80
H 5.97 2.53 1.95
H 6.22 3.06 -0.46
H 4.32 2.68 -2.01
H 2.20 1.74 -1.15
H 3.58 -0.86 2.29
H 3.98 -3.26 2.54
H 2.19 -4.89 2.02
H -0.02 -4.07 1.23
H -0.44 -1.71 1.01
H -0.24 -0.31 3.74
H -0.92 0.59 5.92
H -0.26 2.89 6.59
H 1.08 4.28 5.04
H 1.77 3.38 2.85
C 3.83 -1.13 -2.10
C 2.40 -1.30 -1.80
N 1.29 -1.41 -1.55
H 4.37 -0.89 -1.19
H 3.95 -0.31 -2.81
H 4.22 -2.04 -2.54
```

* HOMO energy (spin up / spin down): -2.467 / -2.730 eV
* expectation value of S²: 15.760
* frontier orbital gap (spin up / spin down): 4.960 / 5.223 eV
* energy relative to the best compared isomer or geometry (same formula, charge and spin): 0.000 eV
* spin multiplicity: 8
* total charge: -1


4.
Computed, not measured: a structure of composition C30H31N13S2V at a distorted geometry, with the ωB97M-V functional and the def2-TZVPD basis.

Geometry as XYZ:
```
77
C30H31N13S2V (the ωB97M-V functional and the def2-TZVPD basis)
V 0.38 0.25 1.02
C 4.77 -1.80 1.78
N 4.44 -0.40 1.54
C 5.29 0.56 0.98
C 4.59 1.72 0.89
N 3.32 1.51 1.44
C 3.21 0.16 1.70
S 2.00 -0.75 2.38
C 2.36 2.50 1.79
C 2.68 3.75 2.26
C 1.70 4.66 2.68
C 0.36 4.26 2.57
C 0.12 3.04 1.95
N 1.06 2.11 1.69
H 5.87 -1.86 1.79
H 4.39 -2.46 0.99
H 4.39 -2.13 2.76
H 6.32 0.32 0.73
H 4.93 2.68 0.53
H 3.75 4.01 2.37
H 1.99 5.65 3.05
H -0.47 4.83 2.94
H -0.88 2.76 1.61
N -3.32 0.13 3.33
C -1.99 0.11 3.43
N -1.44 0.38 2.24
C -2.56 0.55 1.41
N -3.72 0.39 2.01
C -2.37 0.86 -0.03
C -3.42 0.94 -0.96
N -3.29 1.20 -2.26
C -2.01 1.29 -2.64
C -0.93 1.19 -1.77
N -1.11 1.02 -0.46
H -4.03 -0.08 4.04
H -1.47 -0.08 4.36
H -4.43 0.77 -0.59
H -1.84 1.46 -3.70
H 0.10 1.28 -2.10
N -0.22 -5.91 -2.67
C -0.43 -7.29 -2.65
C -0.38 -8.23 -3.65
C -0.68 -9.52 -3.24
C -1.08 -9.84 -1.93
C -1.08 -8.92 -0.90
C -0.76 -7.61 -1.28
N -0.73 -6.46 -0.53
C -0.44 -5.47 -1.39
C -0.35 -4.12 -0.96
C 0.40 -3.15 -1.60
C 0.61 -1.92 -0.98
N -0.06 -1.56 0.13
C -0.79 -2.48 0.77
C -0.97 -3.77 0.25
H -0.05 -5.34 -3.51
H -0.07 -8.02 -4.68
H -0.61 -10.30 -4.01
H -1.37 -10.87 -1.69
H -1.33 -9.19 0.13
H 0.87 -3.32 -2.58
H 1.26 -1.17 -1.41
H -1.19 -2.19 1.73
H -1.60 -4.50 0.76
C -1.01 7.79 -1.97
N -0.23 6.60 -1.69
C -0.61 5.56 -0.92
S 0.38 4.18 -1.00
N -1.68 5.72 -0.11
C -2.26 6.96 0.35
H -0.78 8.18 -2.98
H -0.81 8.59 -1.23
H -2.10 7.57 -1.97
H 0.64 6.42 -2.21
H -1.97 4.87 0.38
H -1.50 7.76 0.43
H -2.69 6.84 1.36
H -3.07 7.33 -0.26
```

* HOMO energy (spin up / spin down): -11.919 / -11.956 eV
* expectation value of S²: 3.761
* frontier orbital gap (spin up / spin down): 6.599 / 6.470 eV
* energy relative to the best compared isomer or geometry (same formula, charge and spin): 0.000 eV
* spin multiplicity: 4
* total charge: +2